1.
This record from the Open Molecules 2025 dataset describes a molecular structure, C18H37DyOP3Se. The level of theory is ωB97M-V/def2-TZVPD.

```
61
C18H37DyOP3Se, DFT ωB97M-V/def2-TZVPD
Dy 1.31113 -0.31917 -1.17901
P 2.05787 1.95730 0.54033
P -0.08657 0.36211 3.08066
P -1.44822 0.86122 -0.43107
H 2.44131 -3.20264 -4.60973
C 1.99778 -2.19017 -4.72400
C 1.73466 -1.35042 -3.68114
H 1.61109 -1.88153 -2.68112
C 3.83997 2.19948 0.85569
C 1.50513 3.42641 1.51609
C 1.99338 2.73856 -1.14508
C -1.01447 -0.86437 4.09145
C 1.28608 0.67484 4.27470
C -1.14442 1.84386 3.40272
C -2.11508 0.72607 -2.14923
C -1.90165 2.62208 -0.15216
C -2.92721 0.12064 0.37974
H 1.83984 -1.91625 -5.78122
H 1.57735 -0.27188 -3.89654
H 4.41427 1.53257 0.20160
H 4.06776 1.95971 1.90220
H 4.12247 3.25072 0.67244
H 1.59828 3.22108 2.59342
H 0.46321 3.67291 1.26706
H 2.15180 4.29680 1.28960
H 2.25052 2.01626 -1.96120
H 2.74712 3.54354 -1.12263
H 0.99040 3.17204 -1.30029
H -1.35388 -0.39123 5.02756
H -0.39756 -1.74519 4.32353
H -1.87072 -1.22640 3.50730
H 0.90575 1.02314 5.25262
H 1.97062 1.42738 3.85714
H 1.85734 -0.26089 4.37816
H -1.39345 1.92464 4.47097
H -2.06756 1.73405 2.82042
H -0.64651 2.75960 3.05875
H -3.21358 0.84272 -2.12259
H -1.84894 -0.24683 -2.58334
H -1.66177 1.52713 -2.74651
H -2.82396 2.79783 -0.73342
H -1.09200 3.26805 -0.51668
H -2.08243 2.83365 0.91255
H -3.80796 0.30035 -0.25986
H -3.10344 0.56033 1.37052
H -2.79822 -0.96355 0.50950
C -0.90914 -3.67159 -0.75493
C 0.11538 -3.96614 -1.66745
C -0.25403 -4.07662 -3.02196
C -1.60536 -4.00010 -3.37645
C -2.57717 -3.99692 -2.34119
C -2.27687 -3.76203 -0.98367
Se -0.46916 -2.08023 0.42916
H -0.71189 -1.38331 -0.85435
H 1.14792 -4.04984 -1.30751
H 0.51353 -4.21812 -3.78882
H -1.84432 -4.03086 -4.45654
H -3.62659 -4.09395 -2.56829
H -3.03186 -3.52488 -0.20966
O 3.13638 -0.76284 2.03221
C 2.45759 -0.74914 1.08950
```

## Properties
Multiplicity: 6
Charge: +3
Energy relative to the best compared isomer or geometry (same formula, charge and spin) (eV): 1.5251
Kohn-Sham gap (alpha / beta) (eV): 5.84 / 4.60
<S²>: 9.36

=====

2.
This record from the Open Molecules 2025 dataset describes 3 unconnected molecules or ions with the total composition C18H37N2O8P. The level of theory is ωB97M-V/def2-TZVPD.

```
66
C18H37N2O8P, DFT ωB97M-V/def2-TZVPD
C -1.27956 6.37740 -4.35644
C -0.88138 4.93379 -3.90266
C -1.98874 3.96423 -4.46684
C 0.53086 4.44934 -4.42206
C 1.34255 5.62289 -5.07361
C 1.39304 3.96938 -3.19055
O 1.42624 2.53573 -3.04296
C 0.83420 2.05428 -1.88135
C -0.65961 2.36114 -1.76342
N -1.73848 2.60925 -1.54220
C 0.93968 0.47517 -1.97455
C -0.31600 -0.12429 -2.55960
N -1.17044 -0.74542 -2.95096
P 1.69923 2.53589 -0.29266
O 3.14277 2.39488 -0.48516
O 1.28430 4.02064 0.25062
O 1.29476 1.53251 0.93366
H -1.13697 6.56865 -5.42894
H -2.36605 6.47518 -4.15431
H -0.75891 7.09681 -3.70110
H -0.94955 4.93635 -2.79932
H -2.85605 4.00296 -3.78066
H -1.61450 2.92433 -4.43815
H -2.27715 4.28130 -5.48182
H 0.44004 3.63525 -5.16475
H 0.82883 6.01764 -5.96718
H 1.41029 6.42075 -4.30929
H 2.34412 5.30343 -5.40640
H 2.43706 4.28631 -3.39124
H 1.06815 4.51776 -2.28996
H 1.12058 0.00183 -0.99715
H 1.76338 0.18644 -2.64749
H 1.83826 4.68461 -0.19040
H 0.42679 1.86244 1.24695
C -0.85881 -1.87971 4.92351
O -1.98564 -2.31077 4.17457
C -2.75187 -1.22179 3.67286
C -2.45740 -0.96318 2.20790
O -1.12213 -0.50866 2.01762
C -0.25749 -1.54079 1.56506
H -0.19302 -2.73175 5.05806
H -0.30790 -1.08748 4.41109
H -1.18318 -1.52533 5.90710
H -2.57958 -0.32091 4.27042
H -3.80592 -1.49650 3.77759
H -3.11919 -0.16756 1.85154
H -2.65303 -1.85642 1.60767
H -0.44861 -1.74468 0.50506
H -0.38080 -2.46010 2.14062
H 0.77046 -1.19642 1.67687
C 1.58278 -6.64553 4.92936
O 0.45578 -7.06839 4.18013
C -0.31078 -5.98061 3.67755
C -0.01559 -5.72495 2.21218
O 1.31802 -5.26699 2.02203
C 2.18982 -6.29080 1.57042
H 2.24151 -7.50333 5.06141
H 2.13840 -5.85578 4.41750
H 1.26479 -6.29030 5.91505
H -0.14087 -5.07935 4.27486
H -1.36424 -6.25657 3.78264
H -0.67818 -4.93013 1.85428
H -0.20992 -6.61926 1.61261
H 2.00495 -6.49836 0.51102
H 2.07181 -7.20989 2.14848
H 3.21404 -5.93655 1.68489
```

## Properties
Kohn-Sham gap (eV): 9.51
SMILES: CC(C)[C@@H](C)CO[C@@](C#N)(CC#N)P(=O)(O)O.COCCOC.COCCOC

=====

3.
This record from the Open Molecules 2025 dataset describes a molecular structure, C18H37O10PS. The level of theory is ωB97M-V/def2-TZVPD.

```
67
C18H37O10PS, DFT ωB97M-V/def2-TZVPD
C 4.08728 2.63525 1.63312
C 3.96656 1.18556 1.08118
C 2.48144 0.77690 0.73333
C 2.26466 1.10337 -0.76319
C 0.86360 0.71706 -1.35649
C -0.16999 0.18058 -0.31609
P 0.13180 -1.62502 0.11955
C 0.30928 -1.66574 1.97929
O 1.60818 -2.11159 -0.52416
C -1.59982 0.31167 -0.94322
C -2.70900 -0.53522 -0.29522
C -2.92541 -0.26566 1.20651
O -3.82438 -1.27855 1.69606
C -3.50867 -1.67684 2.97289
O -3.12381 -2.75878 3.15304
O -1.57576 -0.05365 -2.34609
S -1.17304 1.32253 -3.11705
O -2.21924 2.30418 -3.09370
O -0.87306 0.95210 -4.46507
C 0.32057 1.90762 -2.22379
C 1.35513 2.43971 -3.24455
C 1.88849 3.82682 -2.83812
O 3.00081 4.01479 -2.53135
O 1.02605 4.89873 -2.88893
H 3.23556 3.28450 1.38705
H 4.98041 3.09361 1.17318
H 4.30821 2.59973 2.71080
H 4.37996 0.43669 1.77345
H 4.53050 1.11920 0.14018
H 1.81656 1.40899 1.34488
H 2.39832 -0.28878 0.97857
H 3.02300 0.55603 -1.34867
H 2.51862 2.16937 -0.89217
H 1.02515 -0.09969 -2.08554
H -0.18328 0.81560 0.59057
H 1.07743 -2.36260 2.33926
H 0.43548 -0.63556 2.35422
H -0.65352 -2.02615 2.37937
H 1.69899 -3.05459 -0.32312
H -1.90727 1.36690 -0.80589
H -2.60474 -1.61089 -0.49607
H -3.65153 -0.25050 -0.79851
H -2.00358 -0.15480 1.79787
H -3.45436 0.70596 1.27925
H -3.65280 -1.02436 3.85704
H -0.03711 2.69469 -1.53536
H 2.17460 1.71816 -3.34013
H 0.94042 2.57433 -4.25796
H 0.19145 4.61058 -2.48125
C 5.71291 -2.79255 -1.88040
C 4.79502 -1.58443 -1.87595
O 5.51234 -0.41048 -1.49764
H 6.15405 -2.93910 -0.89313
H 5.16931 -3.69666 -2.16117
H 6.53823 -2.64908 -2.58245
H 3.98587 -1.72308 -1.15991
H 4.35504 -1.42615 -2.86667
H 6.22225 -0.28202 -2.13690
C -7.49858 -1.76163 3.96475
C -8.09772 -2.05234 2.60597
O -7.36218 -1.36807 1.59893
H -7.50762 -0.68854 4.16339
H -8.04756 -2.26998 4.75968
H -6.45512 -2.08772 3.99639
H -9.13111 -1.70987 2.55839
H -8.08164 -3.12650 2.39323
H -6.45165 -1.68402 1.64446
```

## Properties
Kohn-Sham gap (eV): 8.75

=====

4.
This record from the Open Molecules 2025 dataset describes a molecular structure, C18H37O19Tl. The level of theory is ωB97M-V/def2-TZVPD.

```
75
C18H37O19Tl, DFT ωB97M-V/def2-TZVPD
Tl 1.02514 -3.40824 0.49002
O -0.47756 -1.07586 0.45458
H -0.97085 -0.25636 0.27404
C -1.48155 2.93463 -0.42386
O -0.99678 4.21270 -0.34714
C -0.10628 4.47151 0.60282
O 0.29226 3.66976 1.41705
O 0.32095 5.68566 0.45230
C 1.23112 6.21324 1.40915
H -1.76541 2.55146 0.56112
H -0.73262 2.25362 -0.84118
H -2.41437 2.85263 -0.97044
H 1.94803 6.82141 0.86083
H 1.75402 5.49175 2.03195
H 0.74280 6.90185 2.10509
C 1.95525 1.41481 -0.21685
O 3.18755 1.02995 -0.74980
C 3.63869 -0.20389 -0.54253
O 2.99435 -1.17659 -0.29115
O 4.92515 -0.18717 -0.69584
C 5.59990 -1.43364 -0.89229
H 2.02022 1.61289 0.84869
H 1.13191 0.69835 -0.44659
H 1.67990 2.34194 -0.71895
H 5.45259 -2.07485 -0.02446
H 6.65125 -1.20981 -1.00269
H 5.22189 -1.93689 -1.77961
C 4.20946 -2.60776 4.37710
O 3.42837 -1.42488 4.48049
C 2.45344 -1.26772 3.62510
O 2.28088 -1.93235 2.62284
O 1.67232 -0.31789 4.07126
C 0.48431 0.07245 3.38870
H 5.07391 -2.48882 5.02009
H 4.49542 -2.80668 3.34792
H 3.69579 -3.49427 4.76169
H -0.22166 0.23280 4.19913
H 0.10571 -0.77167 2.80453
H 0.69258 0.94308 2.78756
C 0.63516 -0.59207 -3.04830
O 1.44653 -1.36751 -3.90296
C 1.94326 -2.47190 -3.42495
O 1.72147 -2.90949 -2.34032
O 2.69116 -2.98961 -4.33017
C 3.25896 -4.26587 -4.03489
H -0.37194 -1.02253 -2.98923
H 0.50713 0.38471 -3.51294
H 1.05459 -0.47853 -2.05247
H 3.93783 -4.17034 -3.18050
H 3.82895 -4.56221 -4.90129
H 2.52218 -5.00308 -3.72463
C -3.27465 0.21482 -2.46129
O -3.08814 0.77312 -3.72513
C -2.77920 0.02454 -4.76932
O -2.74899 0.43837 -5.86337
O -2.67864 -1.26334 -4.46391
C -2.49158 -2.19337 -5.56685
H -2.61046 -0.62477 -2.21241
H -4.28282 -0.20119 -2.38597
H -3.11172 1.00711 -1.74341
H -1.46031 -2.10954 -5.92345
H -3.19352 -1.99648 -6.36487
H -2.53602 -3.17580 -5.10894
C -6.90760 1.47627 4.68149
O -6.28997 0.54916 3.76269
C -4.98533 0.59134 3.68729
O -4.24285 1.38195 4.17886
O -4.61243 -0.44058 2.93239
C -3.26280 -0.59395 2.76684
H -6.71520 2.50541 4.38434
H -6.53858 1.30249 5.69551
H -7.97091 1.26995 4.69920
H -2.75150 -0.52428 3.73574
H -2.87543 0.23180 2.15778
H -2.96476 -1.52574 2.29880
```

## Properties
Charge: +2
Energy relative to the best compared isomer or geometry (same formula, charge and spin) (eV): 1.1312
Kohn-Sham gap (eV): 2.17

=====

5.
This record from the Open Molecules 2025 dataset describes a molecular structure, C18H38BN6O2OsS. The level of theory is ωB97M-V/def2-TZVPD.

```
67
C18H38BN6O2OsS, DFT ωB97M-V/def2-TZVPD
Os -1.50920 -1.21896 -0.34560
N -2.18506 -0.79989 1.84111
C -2.82062 -2.01024 2.41283
C -3.91741 -2.49069 1.47685
N -3.38296 -2.83211 0.13887
C -4.40510 -2.69391 -0.92268
C -3.88437 -2.00650 -2.17878
N -3.25292 -0.71350 -1.82697
C -2.77717 -4.17915 0.17688
C -1.64571 -4.35974 -0.82040
N -0.58256 -3.34555 -0.59894
H -1.40599 -0.51452 2.42556
H -2.85990 -0.03859 1.84882
H -3.26039 -1.81097 3.39132
H -2.04593 -2.76561 2.54463
H -4.65007 -1.68855 1.37396
H -4.42822 -3.34801 1.92489
H -5.23699 -2.10109 -0.53959
H -4.81013 -3.66817 -1.20633
H -4.72760 -1.87052 -2.85880
H -3.13672 -2.61516 -2.68573
H -3.94326 -0.10851 -1.38690
H -2.95006 -0.23799 -2.67090
H -3.53373 -4.94766 -0.00690
H -2.38597 -4.35347 1.17996
H -2.00643 -4.25614 -1.84243
H -1.24875 -5.36937 -0.70594
H 0.10044 -3.42397 -1.34790
H -0.08204 -3.57658 0.25660
C 1.04322 3.40391 -2.20756
C 1.57207 1.97383 -2.17377
C 2.78498 1.82930 -3.06997
O 1.98672 1.73265 -0.78159
B 1.05781 0.98753 -0.18692
O 0.04449 0.53731 -1.01350
C 0.45707 0.88991 -2.40918
C 0.96248 -0.40382 -3.03013
C -0.75143 1.40240 -3.17669
H 1.81061 4.06340 -1.80516
H 0.13584 3.51222 -1.61029
H 0.83542 3.71969 -3.22778
H 3.46539 2.65837 -2.88303
H 2.49359 1.85846 -4.12001
H 3.32403 0.90254 -2.88272
H 1.89179 -0.74852 -2.57630
H 1.12441 -0.28477 -4.10041
H 0.19423 -1.17283 -2.89514
H -1.43157 1.95984 -2.53346
H -1.28513 0.57249 -3.64190
H -0.42869 2.05728 -3.98358
C 3.54771 4.88345 2.47297
C 3.49881 3.42281 2.72276
C 4.25951 2.76385 3.66308
C 4.02157 1.41090 3.91735
N 3.05439 0.75641 3.23353
C 2.38251 1.38062 2.32195
S 1.06529 0.47058 1.56827
N 2.58597 2.68723 2.03488
C 4.76065 0.63556 4.93231
H 4.54583 5.28364 2.63687
H 2.88765 5.38624 3.18613
H 3.21536 5.14351 1.46824
H 5.02164 3.29340 4.21657
H 2.05183 3.14224 1.30536
H 5.55627 1.21002 5.39783
H 5.16825 -0.27081 4.48101
H 4.06418 0.29426 5.70252
```

## Properties
Multiplicity: 5
Charge: +3
Energy relative to the best compared isomer or geometry (same formula, charge and spin) (eV): 0.3864
Kohn-Sham gap (alpha / beta) (eV): 8.26 / 7.80
<S²>: 6.01

=====

6.
This record from the Open Molecules 2025 dataset describes a molecular structure, C18H38BrO9PS. The level of theory is ωB97M-V/def2-TZVPD.

```
68
C18H38BrO9PS, DFT ωB97M-V/def2-TZVPD
C 8.26260 -3.54996 1.08981
C 7.35615 -3.08758 -0.04225
C 6.09796 -3.91760 -0.02301
Br 6.40759 -5.56657 -1.01012
O 4.96835 -3.22718 -0.56901
P 3.67096 -3.16446 0.32004
O 2.50726 -2.91960 -0.48385
O 3.57260 -4.52037 1.10336
O 3.79741 -2.05525 1.47298
S 4.89792 -0.78465 1.29163
H 8.48242 -4.59799 0.93054
H 7.74626 -3.46063 2.03405
H 9.18617 -2.99348 1.11177
H 7.12045 -2.04387 0.09884
H 7.86600 -3.18583 -0.98936
H 5.90544 -4.22187 0.99471
H 2.61055 -4.66044 1.20086
H 4.84093 -0.53056 -0.03057
C 1.03930 -1.24067 -2.54654
C -0.30449 -0.69110 -2.95045
O -0.53061 -0.33377 -4.08557
C -1.35467 -0.60748 -1.87107
H 1.69803 -1.24711 -3.41310
H 1.47993 -0.61828 -1.76777
H 0.93337 -2.25871 -2.18005
H -1.01301 0.03901 -1.06243
H -1.56075 -1.60000 -1.46964
H -2.27098 -0.19701 -2.28967
C -1.59420 2.11503 1.93686
C -2.65272 1.12070 1.52304
O -2.38987 -0.05089 1.37120
C -4.04300 1.65750 1.31059
H -0.64155 1.60287 2.05655
H -1.48968 2.88811 1.17314
H -1.87533 2.57993 2.88270
H -4.03322 2.41151 0.51951
H -4.41384 2.09977 2.23546
H -4.70192 0.84676 1.01989
C -8.69911 -0.34702 0.50929
C -7.32516 -0.78287 0.96126
O -6.69734 -0.15135 1.77661
C -6.76919 -2.04464 0.34649
H -8.97603 0.56860 1.02583
H -8.69831 -0.16278 -0.56613
H -9.43223 -1.12130 0.74011
H -6.68924 -1.93003 -0.73573
H -7.42229 -2.88953 0.57075
H -5.78108 -2.24026 0.75586
C -3.23957 5.91357 4.35203
C -4.30722 4.92859 3.94132
O -4.06027 3.75577 3.78919
C -5.69813 5.47401 3.72861
H -2.29250 5.39306 4.47060
H -3.12841 6.68481 3.58839
H -3.50823 6.38274 5.29952
H -5.68769 6.22720 2.93930
H -6.06793 5.92521 4.65049
H -6.36336 4.66471 3.43814
C 3.48347 1.34055 -4.68747
C 4.84996 0.90189 -4.22237
O 5.47503 1.52934 -3.39941
C 5.40089 -0.36569 -4.83143
H 3.20218 2.25710 -4.17510
H 3.48967 1.52387 -5.76276
H 2.75185 0.56456 -4.45795
H 5.49021 -0.25303 -5.91281
H 4.73841 -1.20466 -4.61171
H 6.38381 -0.57070 -4.41401
```

## Properties
Kohn-Sham gap (eV): 9.17